Entry 1:
An isolated ion of composition C6H18N4P and charge +1 in a non-equilibrium geometry. Source: the OMol25 dataset; level of theory: ωB97M-V with the def2-TZVPD basis set.

Properties
net charge = +1
E_LUMO = -3.5813 eV
maximum force = 0.120 hartree/bohr
SMILES string = C=[N+]=P(NC)(N(C)C)N(C)C

Geometry as XYZ:
```
29
Properties=species:S:1:pos:R:3:forces:R:3:lowdin_charge:R:1
C -1.05024 -2.18722 1.75609 -0.2 2.2 -1.0 0.009
N -0.23975 -1.61195 0.99152 0.6 1.6 -2.8 -0.050
P -0.27344 -0.20375 0.02961 0.2 1.9 1.5 0.746
N -1.74232 0.23029 -0.70224 1.5 -2.3 0.9 -0.157
C -2.22348 -0.84916 -1.63007 5.6 0.6 -1.0 -0.092
N 1.08981 -0.29423 -0.90028 -1.5 -0.5 -0.1 -0.329
C 2.02533 -1.40773 -0.86229 -0.3 -2.2 -2.4 -0.118
C 1.30674 0.70962 -1.98812 1.6 -3.3 -1.3 -0.056
N 0.01325 1.10669 0.99592 -0.7 -0.4 1.1 -0.344
C -1.02359 1.65616 1.89894 -2.1 1.4 -5.6 -0.081
C 1.31791 1.47963 1.48571 -1.6 2.1 2.6 -0.088
H -2.00934 -1.79347 2.02034 -0.8 -0.2 0.1 0.091
H -0.60352 -3.02207 2.12574 0.3 -2.7 1.9 0.059
H -1.80859 1.13308 -1.13584 0.3 0.5 0.2 0.097
H -1.84497 -0.45272 -2.63377 -0.8 -1.3 0.9 0.104
H -3.23384 -0.82674 -1.59931 -3.1 -0.9 0.1 0.035
H -1.60512 -1.82643 -1.37786 -2.0 1.7 -0.6 0.114
H 1.57146 -2.31251 -1.51436 1.4 1.9 1.5 0.136
H 2.97737 -1.07383 -1.28628 -0.4 0.0 -0.6 0.083
H 2.39149 -1.78535 0.07858 -0.9 0.1 0.8 0.069
H 0.79333 1.53924 -1.76810 -2.1 3.2 0.9 0.019
H 2.34727 0.94800 -1.78394 0.2 0.3 -1.0 0.092
H 1.05378 0.45460 -3.11974 0.7 -0.2 2.5 0.144
H -1.25676 2.69147 1.34831 0.1 -1.8 2.0 0.143
H -1.89093 1.00918 1.72593 -0.2 0.5 0.6 0.061
H -0.78532 1.75018 2.89843 0.8 0.1 1.9 0.049
H 1.25457 1.61111 2.65941 0.7 -1.3 -2.1 0.131
H 1.96167 0.80244 1.04738 2.2 -0.9 -0.1 0.044
H 1.48722 2.52545 1.24028 0.5 0.0 -0.7 0.090
```
Forces are in eV/Å.

---

Entry 2:
C31H24Cl5N7O4PtS as an isolated structure. Source: the OMol25 dataset; level of theory: ωB97M-V with the def2-TZVPD basis set.

Properties
E_LUMO = -1.2288 eV
maximum force = 0.016 hartree/bohr

Geometry as XYZ:
```
73
Properties=species:S:1:pos:R:3:forces:R:3:lowdin_charge:R:1
Pt 0.06581 -0.87625 -0.01711 0.1 0.1 0.4 0.917
Cl -2.96000 0.59156 6.59963 0.0 0.0 0.0 0.645
C -2.29554 0.80087 5.01822 0.0 0.1 0.1 -0.740
C -1.88842 -0.29392 4.26923 0.0 -0.1 -0.1 -0.723
Cl -2.08253 -1.88890 4.91675 0.1 0.1 0.0 0.670
C -1.34430 -0.12094 3.00636 0.0 0.1 0.1 -0.516
Cl -0.73248 -1.55054 2.18042 0.0 0.1 -0.1 0.730
C -1.22263 1.14920 2.35701 0.0 -0.1 0.0 -0.528
O -0.80112 1.30865 1.18839 0.1 0.2 0.1 -0.145
C -1.64189 2.24601 3.18808 0.0 0.0 0.0 -0.606
Cl -1.48069 3.81613 2.49248 -0.8 0.2 -0.2 0.752
C -2.14881 2.07870 4.46013 0.0 -0.1 0.0 -0.711
Cl -2.61849 3.45570 5.38813 0.0 0.0 0.0 0.677
C 1.35036 3.47036 2.96707 0.2 -0.1 0.0 -0.094
O 2.53977 2.77179 3.37303 0.2 -0.1 0.1 -0.101
C 2.32862 1.48975 3.81155 0.0 0.2 -0.2 -0.223
C 1.54753 1.19395 4.91200 -0.1 0.0 0.1 0.010
C 1.43211 -0.12216 5.33295 0.0 0.0 0.0 -0.067
C 2.09307 -1.13502 4.65250 0.0 0.0 0.0 -0.073
C 2.86870 -0.84480 3.54293 0.1 0.0 0.0 -0.010
C 2.99297 0.47002 3.12389 -0.3 0.1 -0.1 -0.145
N 3.86214 0.91298 2.09775 0.2 -0.2 -0.2 0.153
C 4.54178 0.27544 1.15696 -0.4 0.4 0.1 0.017
C 4.27265 -0.91555 0.46924 0.1 -0.3 0.1 -0.145
C 5.36868 -1.51670 -0.22135 -0.1 0.1 0.1 -0.037
C 5.22055 -2.67679 -0.91198 0.0 0.0 0.0 -0.083
C 3.93688 -3.26797 -0.97833 0.0 0.0 0.0 -0.050
C 2.84156 -2.68695 -0.40857 -0.1 0.1 0.0 -0.022
C 2.95147 -1.46166 0.30171 0.2 0.1 0.1 -0.393
O 1.95528 -0.79151 0.75176 -0.2 -0.1 0.1 -0.280
H 0.62039 3.50718 3.77560 0.3 0.0 0.0 0.044
H 0.89971 2.98500 2.09859 0.1 -0.1 0.1 0.061
H 1.65746 4.48074 2.71187 0.0 0.0 0.0 0.097
H 1.04349 1.99272 5.44021 0.0 0.0 0.0 0.129
H 0.82501 -0.35384 6.19771 0.0 0.0 0.0 0.112
H 2.01083 -2.15908 4.99076 0.0 0.0 0.0 0.110
H 3.39835 -1.63512 3.03110 0.0 0.0 -0.1 0.120
H 4.05741 1.90352 2.19809 0.2 0.0 0.1 0.161
H 5.43782 0.81176 0.85250 -0.1 0.0 -0.1 0.147
H 6.33535 -1.02728 -0.17829 0.0 0.0 0.1 0.116
H 6.06731 -3.13791 -1.40022 0.0 0.0 0.0 0.104
H 3.80920 -4.19639 -1.52176 0.0 0.0 0.0 0.112
H 1.85792 -3.12471 -0.50912 0.0 0.0 0.0 0.097
O 2.14207 1.33841 -3.05816 0.1 0.0 0.1 -0.538
S 1.80879 0.76995 -1.75777 -0.2 -0.1 -0.2 0.740
N 0.74360 -0.29598 -1.78472 0.2 0.0 -0.1 -0.512
C -1.81350 1.06615 -2.32623 0.0 0.0 0.0 0.000
C -2.39726 -0.12363 -1.65991 0.0 0.1 0.1 -0.294
N -1.83866 -0.89439 -0.74106 0.2 -0.1 0.0 -0.091
C -2.77245 -1.83542 -0.35297 0.0 -0.1 -0.2 -0.121
C -3.90443 -1.64539 -1.06374 0.0 0.1 0.0 -0.052
N -3.66237 -0.55931 -1.88050 0.0 0.0 0.0 -0.009
C -4.59333 -0.03283 -2.85737 0.0 0.0 0.0 -0.064
N -4.14532 -0.22613 -4.20843 0.0 0.0 0.1 -0.060
N -3.90509 0.85519 -4.99459 0.0 -0.1 -0.1 0.058
N -3.49304 0.46712 -6.13592 0.0 0.0 0.1 0.081
C -3.43633 -0.91410 -6.13298 0.0 0.0 0.0 -0.226
C -3.03713 -1.80851 -7.12901 0.0 0.0 0.0 -0.009
C -3.07749 -3.14793 -6.82187 0.0 0.0 0.0 -0.081
C -3.50683 -3.60108 -5.55622 0.0 0.0 0.0 -0.076
C -3.90338 -2.73199 -4.56510 0.0 0.0 0.0 -0.007
C -3.85476 -1.37240 -4.88670 0.0 0.0 0.0 -0.166
H -1.21256 1.61257 -1.60264 0.0 0.0 0.0 0.074
H -2.59629 1.71672 -2.71267 0.0 0.0 0.0 0.074
H -1.16289 0.77213 -3.14885 0.0 0.0 0.0 0.083
H -2.56055 -2.57516 0.39589 0.0 0.0 0.0 0.083
H -4.85154 -2.15521 -1.04671 0.0 0.0 0.0 0.123
H -4.73022 1.03911 -2.73329 0.0 0.0 0.0 0.139
H -5.54494 -0.53679 -2.69229 0.0 0.0 0.0 0.142
H -2.70906 -1.44937 -8.09480 0.0 0.0 0.0 0.116
H -2.77006 -3.87541 -7.56097 0.0 0.0 0.0 0.103
H -3.52179 -4.66524 -5.36008 0.0 0.0 0.0 0.105
H -4.22558 -3.08793 -3.59628 0.0 0.0 0.0 0.100
```
Forces are in eV/Å.

---

Entry 3:
One molecule with the formula C6H11N in a non-equilibrium geometry. Source: the OMol25 dataset; level of theory: ωB97M-V with the def2-TZVPD basis set.

Properties
E_LUMO = -1.3977 eV
maximum force = 0.052 hartree/bohr

Geometry as XYZ:
```
18
Properties=species:S:1:pos:R:3:forces:R:3:lowdin_charge:R:1
C 1.90914 0.48432 -0.70410 0.3 0.3 -1.1 -0.084
N -1.00570 -0.89324 -1.49002 -0.2 0.1 0.4 0.078
C -0.45343 -0.31962 -0.30766 0.4 -0.3 1.4 -0.261
C 1.00428 -0.56375 -0.03372 2.0 1.0 -1.5 -0.465
C 1.45354 -0.58825 1.36223 -2.3 -1.1 0.8 0.066
C -2.44226 0.81040 0.61516 -0.5 -0.7 -1.2 0.029
C -1.14058 0.41827 0.64264 -0.7 0.6 0.9 -0.194
H 1.78678 0.60814 -1.78713 -0.5 0.0 0.0 0.075
H 2.96952 0.22395 -0.63151 -0.1 -0.3 0.4 0.075
H 1.80503 1.46356 -0.23873 -0.2 0.0 0.1 0.076
H -1.46604 -0.13071 -1.98203 0.0 -0.1 -0.2 0.093
H -1.75347 -1.53625 -1.23503 0.0 0.0 -0.1 0.087
H 1.33872 -1.47746 1.97771 -0.1 -0.1 -0.2 0.043
H 1.42389 0.32742 1.94386 0.7 0.2 -0.2 0.042
H 1.12284 -1.50223 -0.59178 0.4 -0.2 0.4 0.142
H -2.83332 1.79504 0.81946 0.2 0.0 0.9 0.050
H -3.15451 0.15900 0.11010 0.0 0.2 -0.3 0.048
H -0.56442 0.72140 1.53056 0.6 0.4 -0.5 0.101
```
Forces are in eV/Å.

---

Entry 4:
One molecule with the formula C4H10N2OS in a non-equilibrium geometry. Source: the OMol25 dataset; level of theory: ωB97M-V with the def2-TZVPD basis set.

Properties
E_LUMO = 0.7013 eV
maximum force = 0.041 hartree/bohr
SMILES string = NCC(=O)NCCS

Geometry as XYZ:
```
18
Properties=species:S:1:pos:R:3:forces:R:3:lowdin_charge:R:1
N -1.54955 -1.48426 2.22038 -0.4 1.7 0.6 0.005
C -0.93084 -0.51729 1.34867 -0.1 -1.8 -1.1 -0.194
C 0.26451 -1.16931 0.60262 1.1 1.0 0.6 -0.480
O 0.96053 -1.97540 1.18987 -0.3 -0.4 -0.1 0.044
N 0.72419 -0.61255 -0.55327 -0.2 0.2 -0.9 0.044
C 0.05004 0.26896 -1.49757 0.8 0.2 1.3 -0.244
C 0.90482 1.50182 -1.78141 -0.5 -0.3 -0.7 -0.564
S 1.43864 2.52651 -0.39617 0.8 0.1 0.3 0.710
H -1.85803 -2.32871 1.78530 0.3 -0.3 0.1 0.072
H -1.13086 -1.53543 3.13012 0.1 -0.6 -0.1 0.070
H -1.70490 -0.18201 0.65739 0.2 0.4 0.0 0.098
H -0.46131 0.31766 1.86210 -0.3 0.1 0.3 0.120
H 1.65716 -0.87239 -0.83562 0.0 -0.4 0.3 0.143
H -0.80946 0.60652 -0.97307 -1.2 0.1 -0.2 0.084
H -0.15171 -0.25641 -2.43013 -0.3 0.1 0.0 0.121
H 0.41109 2.16592 -2.48860 -0.3 -0.2 -0.1 0.061
H 1.75774 1.10057 -2.32206 0.7 0.4 0.3 0.070
H 0.42793 2.44579 0.48146 -0.3 -0.3 -0.4 -0.159
```
Forces are in eV/Å.

---

Computed Kohn-Sham gap, in the same sequence as the records: 0.342 0.224 0.187 0.357 hartree.
Computed relative energy (zero: lowest compared OMol25 entry of this formula, charge and spin), in the same sequence as the records: 11.0 29.9 128.4 25.7 kcal per mole.